# 1
107
Properties=species:S:1:pos:R:3 method="wB97M-V/def2-TZVPD" largest_force_ha_per_bohr=0.0721 homo_lumo_gap_ev=4.7 homo_energy_ev=-10.0725 total_charge=+1
Na 37.570 -6.981 20.420
Na 36.326 -6.647 24.478
Na 34.052 -9.175 22.531
S 34.662 -5.839 21.501
O 35.593 -6.156 20.412
O 35.354 -5.507 22.769
O 33.876 -4.709 21.061
O 33.817 -7.052 21.810
C 30.563 -1.679 16.771
C 31.988 -1.867 17.253
C 32.668 -0.453 17.448
O 32.636 0.299 16.262
C 32.885 1.668 16.558
N 31.823 -2.558 18.528
H 29.962 -2.579 16.868
H 30.560 -1.242 15.771
H 30.135 -0.878 17.382
H 32.560 -2.447 16.526
H 33.726 -0.394 17.729
H 32.173 -0.019 18.327
H 32.018 1.996 17.142
H 32.917 2.396 15.748
H 33.752 1.874 17.192
H 32.739 -2.658 18.960
H 31.373 -1.829 19.078
C 38.019 -2.844 19.356
C 36.913 -2.714 18.318
C 36.960 -3.847 17.286
O 38.011 -3.910 16.327
C 37.865 -3.030 15.226
N 35.643 -2.745 19.005
H 37.833 -3.730 19.969
H 38.134 -2.018 20.057
H 38.992 -3.056 18.901
H 37.103 -1.781 17.783
H 36.017 -3.728 16.738
H 36.812 -4.827 17.751
H 37.635 -1.977 15.410
H 37.057 -3.374 14.574
H 38.795 -3.044 14.661
H 35.553 -2.302 19.912
H 35.344 -3.671 19.298
C 37.049 -3.972 27.799
C 35.861 -4.351 26.960
C 34.734 -3.293 27.102
O 33.711 -3.628 26.137
C 33.099 -2.443 25.650
N 36.368 -4.270 25.563
H 37.540 -3.073 27.425
H 37.830 -4.736 27.848
H 36.926 -3.883 28.881
H 35.402 -5.310 27.205
H 35.115 -2.289 26.909
H 34.219 -3.302 28.064
H 33.755 -1.821 25.039
H 32.786 -1.887 26.537
H 32.281 -2.780 25.012
H 35.575 -4.160 24.935
H 36.831 -3.368 25.521
C 32.948 -7.300 25.324
O 32.761 -8.384 24.766
N 32.826 -7.118 26.662
N 33.364 -6.192 24.715
H 32.508 -7.975 27.090
H 32.977 -6.211 27.062
H 33.531 -6.339 23.728
H 33.311 -5.266 25.126
C 29.424 -6.402 22.006
O 29.273 -5.210 21.737
N 30.598 -7.052 22.095
N 28.370 -7.204 22.123
H 30.512 -8.048 22.005
H 31.501 -6.677 22.329
H 28.611 -8.164 22.293
H 27.434 -6.884 22.296
C 31.206 -2.104 22.006
O 31.889 -1.114 22.248
N 31.417 -3.454 21.889
N 29.874 -2.006 22.225
H 32.344 -3.834 21.848
H 30.621 -4.085 21.874
H 29.629 -1.118 22.637
H 29.289 -2.776 22.502
C 36.291 -1.987 23.052
O 36.857 -0.975 23.438
N 36.891 -3.162 22.752
N 34.965 -1.962 22.793
H 36.314 -4.018 22.876
H 37.854 -3.074 23.047
H 34.281 -1.211 22.824
H 34.535 -2.816 22.492
C 32.020 -6.362 18.276
O 31.078 -6.254 17.486
N 33.159 -5.642 18.256
N 31.956 -7.099 19.385
H 33.219 -4.974 17.504
H 33.813 -5.586 19.010
H 31.114 -7.378 19.854
H 32.738 -7.107 20.026
C 35.063 -9.656 18.246
O 35.043 -10.883 18.341
N 35.356 -8.884 19.315
N 34.903 -8.936 17.110
H 35.706 -9.395 20.106
H 35.306 -7.876 19.283
H 34.964 -7.975 17.391
H 34.670 -9.446 16.276

***

# 2
13
Properties=species:S:1:pos:R:3 method="wB97M-V/def2-TZVPD" largest_force_ha_per_bohr=0.0715 homo_lumo_gap_ev=8.8 homo_energy_ev=-9.4348 smiles="O=CC(=O)Nc1nnsc1F"
O 1.253 -0.221 -2.852
C 1.497 0.698 -2.131
C 1.125 0.735 -0.667
O 1.435 1.626 0.090
N 0.153 -0.218 -0.395
C -0.592 -0.157 0.793
N -0.316 0.595 1.875
N -0.917 0.251 2.887
S -2.010 -0.965 2.699
C -1.601 -1.057 1.053
F -2.041 -1.925 0.161
H 1.888 1.616 -2.444
H 0.125 -0.978 -1.068

***

# 3
15
Properties=species:S:1:pos:R:3 method="wB97M-V/def2-TZVPD" largest_force_ha_per_bohr=0.0551 homo_lumo_gap_ev=9.3 homo_energy_ev=-8.8103
C 2.218 1.382 -0.432
N 2.939 0.481 0.121
S 2.722 -1.130 0.277
C 1.131 -1.611 -0.158
N 0.181 -0.788 -0.393
N -1.114 -1.393 -0.409
C -2.045 -0.692 0.031
C -1.975 0.761 0.392
H 1.226 1.172 -0.844
H 2.680 2.368 -0.394
H 0.917 -2.711 -0.012
H -2.989 -1.166 0.218
H -2.997 1.226 0.394
H -1.281 1.324 -0.220
H -1.612 0.775 1.428

***

# 4
28
Properties=species:S:1:pos:R:3 method="wB97M-V/def2-TZVPD" largest_force_ha_per_bohr=0.1390 homo_lumo_gap_ev="5.8 / 5.8" homo_energy_ev="-19.5397 / -19.5398" total_charge=+3
O 3.605 -4.026 1.460
C 2.906 -3.189 1.090
Ce 1.380 -1.179 0.229
O -1.490 -3.215 1.805
C -0.522 -2.702 1.465
C 3.675 -0.723 0.012
O 3.236 0.397 -0.315
C 1.486 -2.449 -1.924
O 1.435 -2.895 -2.989
C 1.939 -0.550 2.836
O 2.404 -0.067 3.778
H 4.767 -1.029 -0.106
C -3.432 0.163 -1.754
N -2.334 0.791 -1.005
C -2.383 2.117 -0.683
C -1.381 2.726 0.018
C -0.273 1.977 0.448
N -0.210 0.667 0.144
C -1.219 0.097 -0.608
O -1.021 -1.125 -0.899
N 0.773 2.419 1.159
H -3.176 -0.874 -1.909
H -3.599 0.657 -2.712
H -4.373 0.242 -1.208
H -3.252 2.652 -1.026
H -1.397 3.787 0.268
H 0.791 3.398 1.399
H 1.664 1.934 1.026

***

# 5
61
Properties=species:S:1:pos:R:3 method="wB97M-V/def2-TZVPD" largest_force_ha_per_bohr=0.0178 spin_multiplicity=5 s_squared=6.037 homo_lumo_gap_ev="8.7 / 4.6" homo_energy_ev="-17.6066 / -17.5256" total_charge=+3
Rh 0.629 0.824 -0.804
C -0.550 1.132 -4.958
C -0.840 0.747 -3.653
N 0.207 0.988 -2.863
N 1.182 1.529 -3.636
C 0.740 1.623 -4.902
B 2.513 1.942 -3.027
N 2.392 2.944 -1.887
C 2.929 4.167 -1.735
C 2.511 4.688 -0.526
C 1.700 3.702 0.026
N 1.631 2.657 -0.801
N 3.092 0.602 -2.334
C 4.185 -0.039 -2.563
C 4.250 -1.173 -1.647
C 3.082 -1.081 -0.899
N 2.369 -0.036 -1.289
H -1.184 1.063 -5.824
H -1.741 0.310 -3.252
H 1.372 2.043 -5.668
H 3.306 2.277 -3.845
H 3.556 4.584 -2.507
H 2.764 5.646 -0.107
H 1.171 3.693 0.965
H 4.886 0.277 -3.323
H 5.043 -1.902 -1.586
H 2.740 -1.713 -0.097
C -0.084 -4.542 1.807
C -1.184 -4.641 0.762
C -1.952 -3.343 0.536
C -1.180 -2.273 -0.239
Ge -0.018 -1.053 0.809
C -1.231 -0.316 2.427
C -0.962 -1.215 3.538
C -1.664 -0.491 4.862
C -3.165 -0.482 4.818
H 0.439 -5.490 1.921
H -0.492 -4.284 2.787
H 0.682 -3.803 1.543
H -1.902 -5.406 1.060
H -0.770 -4.979 -0.192
H -2.319 -2.948 1.491
H -2.858 -3.542 -0.043
H -1.820 -1.624 -0.835
H -0.405 -2.688 -0.899
H 1.244 -1.544 1.529
H -2.243 -0.277 2.033
H -0.731 0.659 2.439
H 0.088 -1.313 3.808
H -1.444 -2.189 3.471
H -1.216 0.495 4.972
H -1.265 -1.147 5.640
H -3.570 0.227 4.098
H -3.525 -0.182 5.806
H -3.574 -1.472 4.615
C -3.197 3.366 -0.291
C -2.047 2.475 -0.327
N -1.142 1.773 -0.355
H -2.863 4.377 -0.528
H -3.635 3.344 0.706
H -3.927 3.033 -1.029

***

# 6
9
Properties=species:S:1:pos:R:3 method="wB97M-V/def2-TZVPD" largest_force_ha_per_bohr=0.0119 homo_lumo_gap_ev=10.4 homo_energy_ev=-11.1369 smiles="O=Cc1ncno1"
O -2.531 -0.618 -0.598
C -1.791 0.203 -0.120
C -0.321 -0.017 0.019
N 0.586 0.908 0.064
C 1.730 0.156 0.107
N 1.538 -1.133 0.113
O 0.167 -1.255 0.048
H -2.126 1.192 0.238
H 2.723 0.585 0.129